An isolated molecule of C17H13N7O5. Source: the Open Molecules 2025 dataset; level of theory: the ωB97M-V functional and the def2-TZVPD basis.

* structure (SMILES): CCOC(=O)c1nnn(-c2nonc2-n2cccc2)c1-c1cccc([N+](=O)[O-])c1
* LUMO level: -0.9981 eV
* highest occupied orbital energy: -9.29 eV
* HOMO-LUMO gap: 8.289 eV

Structure (XYZ):
```
42
Properties=species:S:1:pos:R:3:forces:R:3:mulliken_charge:R:1
O 1.73000 -0.61575 3.36726 0.2 0.3 0.2 -0.63
O 0.68833 -2.43726 3.82788 -0.1 -0.2 0.3 -0.66
O 3.71773 2.16060 -1.35487 -0.1 0.0 -0.1 -0.59
O -3.84470 0.01222 -2.56888 -0.1 -0.1 -0.2 -0.05
O 3.12979 0.10435 -0.64585 -0.2 -0.1 0.0 -0.22
N -2.66684 0.44651 -2.99871 1.1 0.3 -0.2 -0.47
N -2.45215 0.54723 0.54060 -0.1 0.0 0.5 0.34
N -0.20312 2.19837 -2.68378 -1.3 0.7 -0.8 -0.86
N 1.02929 2.34687 -2.47901 0.9 0.4 0.0 -0.47
N 1.01896 -1.55145 3.07339 0.1 0.0 0.3 1.14
N -3.91574 -0.00864 -1.23170 0.2 0.2 1.3 -0.58
N -0.63524 1.13551 -1.98001 1.1 -0.5 0.5 0.85
C -0.59436 -2.79809 -0.02534 0.0 0.0 0.1 -1.02
C -1.52709 1.22159 2.43817 0.0 0.1 -0.1 -0.57
C 0.73832 -0.52738 0.88123 0.0 -0.2 0.2 1.23
C 4.33929 -1.02184 1.09655 -0.2 0.2 -0.4 -1.00
C -0.13977 -2.74971 1.27911 0.1 0.0 0.1 -0.49
C 0.53103 -1.61348 1.71448 -0.4 0.0 -1.1 -1.68
C 0.40686 0.58512 -1.28809 0.6 0.5 -0.4 -0.38
C -1.95170 0.71649 -1.94225 -1.6 -0.4 0.3 0.37
C -2.42098 0.15682 2.72089 -0.1 0.0 0.0 -0.67
C 2.89909 1.29518 -1.21489 0.3 0.2 0.0 0.03
C 1.48525 1.39153 -1.63215 -0.9 -0.8 0.4 0.98
C 4.44486 -0.13618 -0.13229 0.6 0.0 0.3 -0.39
C -2.98451 -0.22651 1.54540 -0.1 -0.3 0.2 -0.52
C -0.40103 -1.71845 -0.87174 0.2 0.1 0.0 -0.11
C 0.25720 -0.57398 -0.42183 -0.1 -0.6 0.2 -0.19
C -1.56039 1.43656 1.09600 0.1 0.5 0.2 -0.48
C -2.76714 0.42963 -0.78039 -0.3 0.0 -1.8 0.84
H 5.33581 -1.23983 1.46879 0.1 0.0 0.0 0.45
H -0.93386 1.75713 3.15160 0.2 0.2 0.1 0.53
H 4.91071 0.82603 0.10321 -0.1 -0.2 -0.1 0.39
H 3.77385 -0.52623 1.88206 0.0 0.0 0.1 0.21
H -3.70674 -0.98232 1.31498 -0.1 -0.2 -0.1 0.42
H -2.61660 -0.26295 3.68678 -0.1 -0.1 0.2 0.49
H 3.84541 -1.95674 0.84205 0.0 -0.1 0.0 0.24
H -0.28630 -3.57214 1.96176 0.0 0.0 0.0 0.57
H -0.74694 -1.77135 -1.89424 0.0 0.0 -0.1 0.64
H 5.02950 -0.62544 -0.91875 -0.1 0.1 0.1 0.27
H 1.25150 0.34374 1.25542 0.0 0.0 0.0 1.06
H -1.06301 2.17710 0.50200 0.1 0.1 -0.2 0.51
H -1.10399 -3.67698 -0.38745 0.0 -0.1 0.0 0.45
```
Positions in Å, forces in eV/Å.

=====

A structure of composition C17H14Cl4N2O5S2Y. Source: the Open Molecules 2025 dataset; level of theory: the ωB97M-V functional and the def2-TZVPD basis.

* LUMO level: 2.1348 eV
* charge: -1
* highest occupied orbital energy: -4.88 eV
* HOMO-LUMO gap: 7.013 eV

Structure (XYZ):
```
45
Properties=species:S:1:pos:R:3:forces:R:3:mulliken_charge:R:1
Y 0.36117 0.78132 -1.18772 -0.7 -0.3 0.1 0.03
Cl -0.24280 3.75481 -0.78611 0.1 0.3 0.1 0.02
Cl 0.57599 2.82658 -3.41364 0.1 -0.1 -0.1 -0.15
Cl -0.42084 -1.73651 0.00109 0.1 0.0 -0.1 -0.07
Cl 0.15396 -3.68133 -5.08107 0.0 0.1 0.1 -0.23
S 2.49753 2.72861 1.11980 -0.1 0.0 0.1 -0.38
S -0.19149 -1.11249 -3.19642 0.0 0.0 0.1 -0.33
O -5.07919 1.68519 1.94565 -0.6 0.1 0.4 -0.60
O -2.38472 1.44650 3.11468 0.1 0.0 0.6 -0.74
O -4.82518 1.31123 -0.96443 -0.5 0.1 -0.4 -0.62
O -1.86624 1.23313 -1.54514 -0.2 0.0 -0.2 -0.70
O -0.48068 1.06978 0.83709 -0.1 0.0 0.0 0.19
N 2.30063 0.07807 1.67330 0.0 -0.3 -0.1 0.12
N 1.30006 1.28364 3.13529 -0.2 0.0 0.2 0.23
C -2.46919 1.27044 -0.42036 -0.1 0.1 0.2 1.27
C -1.77679 1.22280 0.80132 -0.2 0.0 0.0 0.36
C 0.63543 2.41189 3.77171 0.1 -0.2 0.0 -0.79
C -0.15420 -4.30467 -0.64329 0.0 0.1 0.2 -0.75
C -0.03588 -5.38500 -1.49568 0.0 -0.1 0.0 -0.43
C 2.02781 1.36564 1.99727 0.0 -0.2 0.2 -0.02
C -0.11368 -2.71488 -2.53144 0.1 -0.1 -0.2 -0.05
C -4.06329 1.49851 1.34314 0.6 -0.1 -0.3 0.31
C 0.04293 -5.15433 -2.85971 0.0 0.0 -0.1 -0.68
C 0.08785 4.23838 -2.44503 -0.2 -0.2 0.1 -0.38
C 1.07588 -0.05069 3.47653 -0.1 0.5 0.1 -0.37
C 2.61057 0.20036 -1.48986 1.0 -0.3 -0.1 -1.47
C -3.92341 1.35326 -0.17048 0.5 0.0 0.3 0.06
C 0.01723 -3.86174 -3.35628 0.0 0.1 0.2 0.31
C -2.66725 1.38817 1.93449 0.0 0.0 -0.5 -0.17
C -0.20226 -3.02253 -1.16403 0.0 -0.1 0.0 0.78
C 1.70469 -0.80609 2.56580 0.3 0.1 -0.3 -0.67
H -0.01304 -6.39537 -1.10358 0.0 0.1 0.0 0.34
H 0.98879 3.31810 3.29327 0.1 0.1 0.0 0.29
H 2.83522 -0.84464 -1.19876 -0.1 0.0 -0.1 0.34
H -0.43927 2.31359 3.64158 -0.1 0.0 0.0 0.22
H -0.80903 4.64828 -2.88251 -0.1 0.0 -0.1 0.34
H -0.21582 -4.44342 0.43099 0.0 0.0 -0.1 0.38
H 2.77217 -0.15487 0.81050 0.0 0.0 0.0 0.24
H 0.88309 2.43492 4.83202 0.0 0.0 0.0 0.31
H 0.46342 -0.32171 4.32308 0.1 0.1 -0.1 0.45
H 3.37283 0.82785 -1.00939 0.0 0.0 0.0 0.44
H 2.85516 0.21735 -2.56318 -0.1 0.0 0.0 0.35
H 0.12381 -5.97992 -3.55664 0.0 0.1 0.0 0.39
H 0.90687 4.93695 -2.44524 0.2 0.1 0.0 0.37
H 1.78112 -1.87517 2.46139 0.0 0.1 0.0 0.46
```
Positions in Å, forces in eV/Å.

=====

An isolated molecule of C17H14F4O2S. Source: the Open Molecules 2025 dataset; level of theory: the ωB97M-V functional and the def2-TZVPD basis.

* structure (SMILES): CC[C@@H](O)[C@@]1(O)c2ccc(F)cc2Sc2ccc(C(F)(F)F)cc21
* LUMO level: 0.4717 eV
* highest occupied orbital energy: -8.38 eV
* HOMO-LUMO gap: 8.851 eV

Structure (XYZ):
```
38
Properties=species:S:1:pos:R:3:forces:R:3:mulliken_charge:R:1
S 2.31656 0.43802 -0.63478 0.7 -0.1 0.6 -0.47
F -1.48040 -4.88717 -0.10166 -0.8 -1.2 0.4 -0.26
F -0.02854 -5.37080 1.51026 -0.7 -1.1 0.4 -0.23
F 0.97554 4.11405 -3.67964 -1.1 -0.6 0.5 -0.31
F 0.38808 -5.94641 -0.56294 -0.6 0.7 0.8 -0.27
O -2.09655 -0.09697 -0.16475 0.6 -1.0 -0.1 -0.75
O -1.13263 0.17483 2.55443 -2.1 -0.4 -0.4 -0.64
C -0.60826 2.30671 1.56590 -0.8 1.0 0.4 -0.16
C 1.04737 1.36443 -1.38142 -0.6 -0.8 0.1 1.02
C -0.42074 0.78672 1.51339 -1.2 1.0 -0.8 -0.84
C 1.39508 2.32715 -2.35943 4.4 -3.7 4.2 -0.55
C 0.52217 3.09254 -2.87961 -3.8 2.1 -2.9 0.24
C -0.35306 2.84248 2.98746 1.5 -1.6 0.7 -1.29
C -1.20225 1.63059 -1.93671 2.1 1.9 -0.2 -0.89
C -0.68670 0.12964 0.04915 -0.2 -0.5 0.3 1.95
C -0.82649 2.66918 -2.79334 -0.2 1.2 -0.7 -0.63
C -0.36276 -2.46192 0.20979 -2.6 0.0 -1.1 -0.40
C 1.70602 -3.47085 -0.16364 0.2 1.8 1.1 -0.74
C -0.26257 1.04268 -1.06278 0.3 1.1 -1.4 -0.55
C 2.34147 -2.19907 -0.20197 -2.8 -2.5 -0.1 -1.15
C 0.10809 -1.17441 -0.03419 1.6 -1.0 0.6 -0.51
C -0.20460 -5.00819 0.24617 1.1 1.5 -1.0 0.93
C 1.51271 -1.10943 -0.22195 -0.1 1.7 -0.4 0.88
C 0.39151 -3.64373 0.12257 0.0 2.3 -0.9 -0.46
H 0.57213 0.67313 1.83135 1.7 -0.8 -0.2 0.58
H 2.16676 -4.37635 -0.27446 2.2 -1.8 -0.4 0.61
H -1.51676 3.23580 -3.44708 0.0 -0.6 0.7 0.36
H -2.15103 -0.64370 -0.99818 0.0 0.8 1.3 0.59
H 2.45125 2.43876 -2.44181 0.6 0.4 -0.6 0.43
H -1.63297 2.53647 1.19797 0.6 0.3 0.2 0.33
H -2.20950 1.45286 -1.83858 -2.1 -0.6 0.1 0.60
H -1.01422 2.21225 3.59239 0.3 0.9 0.8 0.33
H 0.14186 2.90991 1.09271 0.2 -0.3 -1.7 0.23
H 3.37256 -2.21604 -0.27901 1.8 0.6 -0.5 0.52
H 0.75912 2.57147 3.26097 -2.0 0.3 -0.4 0.26
H -2.11853 0.29436 2.41929 1.6 -0.2 0.0 0.45
H -0.39707 3.93548 3.14279 -0.6 -0.6 -0.3 0.38
H -1.46268 -2.57448 0.16135 0.6 0.1 0.8 0.42
```
Positions in Å, forces in eV/Å.